{
  "formula": "C4H5N4O3",
  "method": "ωB97M-V/def2-TZVPD",
  "species": ["C", "C", "C", "C", "N", "N", "N", "N", "O", "O", "O", "H", "H", "H", "H", "H"],
  "coordinates": [[1.0066, 1.8304, -0.7087], [-0.9813, 1.1682, 0.4817], [1.6114, 0.3586, -0.2941], [0.3068, -0.5686, -0.5125], [2.7570, 0.1317, 1.8287], [2.3053, 0.2774, 0.8580], [-0.2822, 2.0532, -0.3997], [-0.5985, -0.1782, 0.5687], [1.7561, 2.5587, -1.2876], [-1.8252, 1.6366, 1.1177], [0.5431, -1.9163, -0.4337], [2.3404, 0.3315, -1.1803], [-0.1768, -0.2170, -1.4693], [-0.7029, 2.9254, -0.6575], [-1.0524, -0.7101, 1.3736], [0.4540, -2.4149, -1.2388]],
  "nbo_charge": [0.67, 0.76, -0.14, 0.22, 0.11, -0.13, -0.64, -0.46, -0.39, -0.41, -0.63, 0.32, 0.23, 0.47, 0.49, 0.53],
  "total_charge": 1,
  "spin_multiplicity": 3,
  "total_energy_ev": -16318.4529,
  "s_squared": 2.0121,
  "homo_lumo_gap_ev": [6.63, 5.09],
  "fmax_ev_per_a": 12.048,
  "relative_energy_ev": 0.000
}

=====

{
  "formula": "C46H80B2I2N19O6P2",
  "method": "ωB97M-V/def2-TZVPD",
  "species": ["C", "C", "C", "C", "C", "C", "C", "I", "C", "C", "I", "O", "B", "P", "N", "O", "P", "N", "O", "O", "C", "C", "B", "O", "O", "C", "H", "H", "H", "H", "H", "H", "H", "H", "H", "H", "H", "H", "H", "H", "H", "H", "H", "H", "H", "H", "H", "H", "H", "H", "H", "H", "H", "H", "H", "C", "C", "N", "H", "H", "H", "C", "C", "N", "H", "H", "H", "C", "C", "N", "H", "H", "H", "C", "C", "N", "H", "H", "H", "C", "C", "N", "H", "H", "H", "C", "C", "N", "H", "H", "H", "C", "C", "N", "H", "H", "H", "C", "C", "N", "H", "H", "H", "C", "C", "N", "H", "H", "H", "C", "C", "N", "H", "H", "H", "C", "C", "N", "H", "H", "H", "C", "C", "N", "H", "H", "H", "C", "C", "N", "H", "H", "H", "C", "C", "N", "H", "H", "H", "C", "C", "N", "H", "H", "H", "C", "C", "N", "H", "H", "H", "C", "C", "N", "H", "H", "H"],
  "coordinates": [[2.1216, -2.9263, 3.9428], [0.4868, -2.9410, 3.5912], [0.2764, -2.8175, 1.9757], [-1.2682, -2.4923, 1.4861], [-2.2617, -3.2901, 2.4935], [-1.5857, -0.9087, 1.2082], [-2.9804, -0.2273, 1.7900], [-2.9416, 0.0056, 4.0161], [-4.3679, -0.9213, 1.3210], [-5.5863, 0.2063, 1.1312], [-4.3511, -2.1407, -0.4706], [-0.6209, -0.2820, 2.1814], [0.1638, 0.8891, 1.7468], [2.0492, 0.5288, 2.1118], [2.4176, 1.0003, 3.7922], [2.9794, 1.4893, 0.9484], [-0.3943, 2.6021, 2.5021], [0.8760, 3.8372, 2.3112], [-1.7186, 3.1905, 1.4743], [0.1445, 0.7389, 0.2750], [-0.8909, -0.2639, -0.1491], [-0.0114, -1.2015, -1.1590], [-1.7517, 0.6231, -1.2183], [-1.0297, 0.9930, -2.4887], [-3.1486, 1.0686, -1.1386], [-3.3142, 2.3765, -1.8285], [2.7066, -3.7161, 3.2896], [2.3152, -3.1619, 5.0938], [2.5537, -1.8610, 3.7256], [0.0138, -3.9557, 4.0005], [0.0238, -1.9973, 4.1049], [0.5166, -3.9003, 1.5312], [1.0881, -2.1114, 1.4574], [-1.3727, -3.0338, 0.4260], [-1.8610, -4.4161, 2.5309], [-3.3824, -3.3880, 2.1468], [-2.2843, -2.9359, 3.6055], [-3.0468, 0.9173, 1.4519], [-4.7434, -1.6096, 2.2206], [-5.1856, 1.3063, 1.1504], [-6.2437, -0.0072, 0.1618], [-6.3272, 0.1066, 2.0528], [1.6100, 0.6012, 4.3596], [2.3391, 2.0390, 3.8536], [3.7070, 1.9868, 1.4611], [1.8390, 3.4362, 2.2579], [0.9194, 4.5064, 3.1302], [-2.3903, 3.6229, 2.0845], [0.4788, -2.1489, -0.6972], [-0.5912, -1.5586, -2.1321], [0.8848, -0.5295, -1.5715], [-0.6197, 1.9031, -2.4024], [-4.2839, 2.9106, -1.4090], [-2.3737, 3.0654, -1.6010], [-3.3697, 2.1504, -2.9812], [1.3074, -6.1234, 6.7114], [2.3888, -6.0811, 5.6442], [3.2859, -6.0460, 4.7587], [0.3362, -5.8875, 6.2677], [1.2623, -7.1209, 7.1571], [1.5279, -5.3929, 7.4947], [3.1492, -3.7021, -2.7039], [2.8762, -3.7294, -1.2089], [2.6496, -3.7519, 0.0313], [2.2201, -3.5153, -3.2493], [3.8649, -2.9091, -2.9378], [3.5637, -4.6618, -3.0248], [2.9407, -3.6003, -7.4097], [3.3584, -4.2463, -6.0988], [3.7050, -4.7823, -5.0113], [1.8665, -3.3960, -7.3990], [3.4805, -2.6599, -7.5505], [3.1676, -4.2696, -8.2441], [-8.3777, 3.7880, 0.9193], [-8.5664, 2.2894, 1.0887], [-8.7232, 1.0461, 1.2292], [-9.0308, 4.1587, 0.1245], [-8.6245, 4.3026, 1.8519], [-7.3386, 4.0055, 0.6567], [3.0145, 6.5253, 0.5021], [3.4323, 5.8792, 1.8130], [3.7789, 5.3433, 2.9005], [1.9404, 6.7295, 0.5128], [3.5544, 7.4657, 0.3613], [3.2415, 5.8559, -0.3323], [-0.6454, -6.8469, 0.2595], [-0.9184, -6.8742, 1.7545], [-1.1450, -6.8968, 2.9947], [-1.5745, -6.6601, -0.2859], [0.0703, -6.0540, 0.0256], [-0.2309, -7.8066, -0.0614], [-1.5991, -9.6899, 6.8211], [-1.3821, -8.3843, 7.5684], [-1.2019, -7.3011, 8.1885], [-0.8460, -9.7998, 6.0359], [-1.5183, -10.5331, 7.5125], [-2.5929, -9.6975, 6.3649], [-3.4090, -4.8602, -3.2577], [-2.5924, -6.1067, -2.9581], [-1.9149, -7.1407, -2.7095], [-3.0426, -4.0216, -2.6593], [-3.3244, -4.6050, -4.3176], [-4.4609, -5.0368, -3.0168], [1.4325, 10.5143, -0.2572], [2.7845, 9.9157, -0.6093], [3.9062, 9.4190, -0.9013], [0.8333, 9.7840, 0.2936], [1.5689, 11.4038, 0.3638], [0.9002, 10.7955, -1.1701], [6.1654, 12.3092, -0.2932], [4.8162, 12.6775, 0.3019], [3.6968, 12.9831, 0.7955], [6.0904, 11.3578, -0.8269], [6.4888, 13.0851, -0.9924], [6.9100, 12.2135, 0.5020], [2.7515, 3.2558, 6.9631], [1.4022, 3.6241, 7.5582], [0.2828, 3.9297, 8.0518], [2.6764, 2.3044, 6.4293], [3.0749, 4.0317, 6.2639], [3.4960, 3.1601, 7.7582], [-0.2140, -0.2763, -7.0850], [-0.2579, -1.7801, -6.8683], [-0.2944, -3.0277, -6.6885], [-1.1804, 0.0752, -7.4569], [0.0101, 0.2298, -6.1421], [0.5606, -0.0274, -7.8157], [1.2715, -3.3755, -11.2377], [1.4886, -2.0698, -10.4903], [1.6688, -0.9867, -9.8703], [2.0246, -3.4853, -12.0229], [1.3524, -4.2187, -10.5463], [0.2777, -3.3830, -11.6939], [-5.1669, -9.6387, -4.0952], [-5.4091, -8.3250, -3.3700], [-5.6100, -7.2351, -2.7685], [-4.8016, -9.4441, -5.1073], [-4.4225, -10.2306, -3.5556], [-6.0985, -10.2081, -4.1562], [-4.8423, -2.6021, 6.3745], [-6.1916, -2.2338, 6.9696], [-7.3110, -1.9282, 7.4632], [-4.9174, -3.5535, 5.8408], [-4.5189, -1.8262, 5.6753], [-4.0978, -2.6978, 7.1697], [10.3414, 13.7542, -0.9453], [9.4295, 12.6056, -0.5460], [8.6728, 11.6528, -0.2148], [10.2323, 13.9631, -2.0131], [10.0803, 14.6519, -0.3784], [11.3828, 13.4926, -0.7383], [1.7785, 3.7232, -7.2215], [0.5643, 2.9923, -6.6724], [-0.4432, 2.3859, -6.2168], [1.6442, 4.8030, -7.1132], [2.6753, 3.4194, -6.6746], [1.9096, 3.4851, -8.2807]],
  "mulliken_charge": [-0.67, 0.25, 0.05, 1.03, -0.64, 1.23, -1.01, 0.03, -0.43, -0.97, 0.06, -0.85, 0.96, -0.22, -0.67, -0.51, 0.07, -0.33, -0.56, -1.32, 0.66, -1.33, 0.81, -0.57, 0.01, -0.66, 0.17, 0.24, 0.09, 0.01, -0.04, 0.05, -0.19, -0.14, -0.27, 0.24, 0.10, 0.37, 0.52, 0.16, 0.29, 0.27, 0.37, 0.30, 0.31, 0.05, 0.29, 0.29, -0.15, 0.14, 0.20, 0.25, 0.09, 0.22, 0.27, -0.72, 0.36, -0.51, 0.26, 0.32, 0.30, -0.90, 0.46, -0.53, 0.20, 0.33, 0.52, -0.32, 0.32, -0.58, -0.10, 0.34, 0.25, -0.70, 0.45, -0.47, 0.27, 0.26, 0.22, -0.62, 0.44, -0.54, 0.23, 0.21, 0.27, -0.40, 0.42, -0.55, 0.02, 0.12, 0.39, -0.73, 0.42, -0.48, 0.26, 0.30, 0.26, -0.20, 0.39, -0.57, -0.22, 0.31, 0.30, -0.68, 0.50, -0.58, 0.28, 0.26, 0.27, -0.72, 0.35, -0.52, 0.33, 0.27, 0.33, -0.50, 0.35, -0.46, 0.12, 0.21, 0.29, -0.44, 0.40, -0.65, 0.32, 0.15, 0.26, -0.77, 0.43, -0.51, 0.29, 0.26, 0.29, -0.76, 0.41, -0.47, 0.25, 0.26, 0.30, -0.23, 0.22, -0.46, 0.25, -0.21, 0.31, -0.77, 0.46, -0.55, 0.26, 0.26, 0.30, -0.78, 0.52, -0.55, 0.30, 0.27, 0.27],
  "total_charge": -1,
  "spin_multiplicity": 1,
  "total_energy_ev": -125710.4030,
  "homo_lumo_gap_ev": 4.25,
  "fmax_ev_per_a": 10.865
}

=====

{
  "formula": "C21H54Cl6N2O7",
  "method": "ωB97M-V/def2-TZVPD",
  "species": ["C", "O", "C", "C", "N", "C", "C", "O", "C", "H", "H", "H", "H", "H", "H", "H", "H", "H", "H", "H", "H", "H", "H", "H", "C", "O", "C", "C", "N", "C", "C", "O", "C", "H", "H", "H", "H", "H", "H", "H", "H", "H", "H", "H", "H", "H", "H", "H", "Cl", "C", "C", "Cl", "H", "H", "H", "H", "Cl", "C", "C", "Cl", "H", "H", "H", "H", "Cl", "C", "C", "Cl", "H", "H", "H", "H", "C", "O", "H", "H", "H", "H", "C", "O", "H", "H", "H", "H", "C", "O", "H", "H", "H", "H"],
  "coordinates": [[0.7948, 6.0374, 2.4310], [-0.5897, 5.6743, 2.4743], [-1.4190, 6.4875, 3.3385], [-2.8431, 5.9955, 3.4105], [-3.8457, 6.7775, 2.6956], [-4.2642, 8.0892, 3.2022], [-5.6456, 8.0238, 3.8563], [-6.6790, 7.2796, 3.1343], [-8.0160, 7.6824, 3.5497], [1.1002, 5.3878, 1.6108], [1.3282, 5.5180, 3.2271], [0.9810, 7.0858, 2.1981], [-1.4003, 7.5681, 3.1970], [-1.1037, 6.4202, 4.3797], [-3.1746, 6.0290, 4.4484], [-2.8305, 4.9119, 3.2932], [-4.7307, 6.2945, 2.6350], [-4.2942, 8.7137, 2.3093], [-3.5436, 8.4135, 3.9530], [-6.0420, 9.0316, 3.9799], [-5.6544, 7.4742, 4.7976], [-8.3742, 6.8797, 4.1944], [-8.7229, 7.6848, 2.7200], [-8.0878, 8.6136, 4.1116], [12.4301, -7.5382, -6.4328], [11.4021, -7.6766, -5.4687], [11.6598, -8.6844, -4.4666], [10.6393, -8.5664, -3.3113], [10.4841, -7.1303, -3.0321], [9.2014, -6.8808, -2.3814], [8.7855, -5.4882, -2.5123], [7.4078, -5.1924, -2.5628], [6.7713, -5.1450, -1.2814], [12.6710, -8.4820, -6.9219], [13.2269, -6.9156, -6.0259], [11.8911, -6.9269, -7.1566], [12.6595, -8.6946, -4.0323], [11.4864, -9.5299, -5.1323], [10.9079, -8.9473, -2.3260], [9.7164, -9.0768, -3.5866], [10.3171, -6.7409, -3.9489], [9.2576, -7.0088, -1.3005], [8.3199, -7.4951, -2.5649], [9.0341, -5.1380, -3.5141], [9.3315, -4.7548, -1.9189], [6.0779, -5.9440, -1.0190], [6.2390, -4.2187, -1.0650], [7.5047, -5.0903, -0.4769], [-3.9628, 5.0527, 11.8102], [-3.5566, 4.4681, 10.1511], [-2.7030, 3.2179, 10.1462], [-2.6157, 2.5087, 8.4519], [-3.0549, 5.3332, 9.7176], [-4.5338, 4.2789, 9.7070], [-3.1980, 2.5550, 10.8560], [-1.6982, 3.3087, 10.5588], [-8.3651, -0.8968, -0.9624], [-9.1065, -2.4035, -0.2810], [-8.2303, -3.2004, 0.6550], [-7.9839, -2.3420, 2.2839], [-9.4861, -3.0310, -1.0873], [-9.9316, -2.0166, 0.3170], [-7.2292, -3.3275, 0.2430], [-8.7349, -4.1543, 0.8089], [-2.6483, -1.1509, -0.3497], [-2.4695, -0.4744, 1.2838], [-1.0142, -0.1637, 1.7038], [-0.1084, -1.7068, 1.8365], [-2.9178, -1.2315, 1.9272], [-3.1764, 0.3536, 1.3378], [-0.9680, 0.2715, 2.7021], [-0.4205, 0.4144, 0.9956], [1.8132, 3.9148, -3.9668], [0.7691, 4.6121, -4.5855], [1.5245, 3.1565, -3.2389], [2.5014, 3.4317, -4.6604], [2.3979, 4.6857, -3.4649], [0.1731, 5.1234, -4.0334], [-3.1567, 0.6980, -6.1821], [-3.9691, -0.3772, -6.5316], [-2.1432, 0.3429, -6.3688], [-3.4618, 1.5729, -6.7562], [-3.1971, 1.0972, -5.1686], [-4.6758, -0.3319, -5.8834], [-5.3654, -5.9307, -5.3345], [-4.3216, -5.6723, -4.3576], [-5.5093, -5.1276, -6.0573], [-5.0505, -6.7807, -5.9397], [-6.3945, -6.0858, -5.0106], [-4.1862, -4.7997, -3.9811]],
  "mulliken_charge": [-0.75, -0.29, -0.47, -0.64, -0.39, -0.58, -0.46, -0.38, -0.73, 0.26, 0.31, 0.29, 0.35, 0.30, 0.37, 0.42, 0.27, 0.31, 0.32, 0.41, 0.27, 0.27, 0.24, 0.32, -0.76, -0.35, -0.48, -0.61, -0.33, -0.58, -0.49, -0.42, -0.80, 0.30, 0.31, 0.25, 0.32, 0.41, 0.38, 0.27, 0.32, 0.27, 0.37, 0.35, 0.35, 0.29, 0.33, 0.32, -0.20, -0.43, -0.43, -0.19, 0.30, 0.31, 0.30, 0.34, -0.19, -0.46, -0.37, -0.20, 0.32, 0.30, 0.30, 0.30, -0.18, -0.47, -0.34, -0.19, 0.30, 0.32, 0.27, 0.28, -0.48, -0.52, 0.23, 0.23, 0.24, 0.30, -0.54, -0.48, 0.21, 0.25, 0.27, 0.30, -0.49, -0.51, 0.23, 0.22, 0.25, 0.30],
  "total_charge": 0,
  "spin_multiplicity": 1,
  "total_energy_ev": -115092.2741,
  "homo_lumo_gap_ev": 8.76,
  "fmax_ev_per_a": 3.817
}

=====

{
  "formula": "C23H50N3O5P2SSbSi3V",
  "method": "ωB97M-V/def2-TZVPD",
  "species": ["V", "O", "S", "O", "O", "O", "C", "P", "C", "C", "C", "C", "C", "C", "C", "P", "C", "C", "H", "H", "H", "H", "H", "H", "H", "H", "H", "H", "H", "H", "H", "H", "H", "H", "C", "Si", "C", "C", "Sb", "Si", "C", "C", "C", "Si", "C", "C", "C", "H", "H", "H", "H", "H", "H", "H", "H", "H", "H", "H", "H", "H", "H", "H", "H", "H", "H", "H", "H", "H", "H", "H", "H", "H", "H", "H", "C", "N", "C", "C", "O", "N", "C", "N", "H", "H", "H", "H", "H", "H", "H"],
  "coordinates": [[0.0024, 1.1760, -0.5249], [2.1995, 3.7178, -1.1400], [0.9279, 3.7161, -0.4131], [0.5337, 5.0144, 0.0602], [0.9659, 2.6816, 0.6887], [-0.1597, 3.1040, -1.3336], [-0.9341, 0.0121, -4.0041], [-1.4697, 0.1018, -2.2631], [-2.0576, -1.6040, -1.9724], [-3.0345, 1.0562, -2.3084], [-3.8758, 1.0234, -3.4197], [-5.0533, 1.7519, -3.4407], [-5.4081, 2.5211, -2.3411], [-4.5834, 2.5543, -1.2297], [-3.3923, 1.8315, -1.1981], [-2.3001, 1.8749, 0.2803], [-3.3256, 1.0075, 1.5209], [-2.3869, 3.5935, 0.8658], [-1.6461, -0.5187, -4.6368], [0.0228, -0.5113, -4.0291], [-0.7686, 1.0149, -4.3939], [-2.8234, -1.8942, -2.6938], [-2.4595, -1.6845, -0.9618], [-1.2061, -2.2824, -2.0534], [-3.6093, 0.4293, -4.2849], [-5.6914, 1.7231, -4.3144], [-6.3242, 3.0974, -2.3522], [-4.8665, 3.1609, -0.3780], [-4.3416, 1.4040, 1.5506], [-2.8610, 1.1442, 2.4984], [-3.3606, -0.0599, 1.3024], [-3.3917, 3.8710, 1.1876], [-2.0351, 4.2613, 0.0817], [-1.6961, 3.6950, 1.7038], [-1.8441, -1.4903, 4.0823], [-1.1474, -2.4919, 2.6547], [-0.2126, -3.9220, 3.4432], [-2.5867, -3.1725, 1.6525], [0.4098, -1.1163, 1.1491], [1.5250, -3.0368, -0.1339], [3.0896, -3.5965, 0.7248], [1.7960, -2.5463, -1.9333], [0.3249, -4.4903, -0.2238], [1.8442, -0.0373, 2.9906], [2.3392, -1.2838, 4.3056], [3.3585, 0.8419, 2.3514], [0.6823, 1.2496, 3.7016], [-2.5464, -2.1151, 4.6420], [-2.3769, -0.5987, 3.7537], [-1.0566, -1.1810, 4.7713], [-0.8792, -4.4439, 4.1363], [0.6465, -3.5657, 4.0127], [0.1525, -4.6492, 2.7202], [-3.1575, -3.8799, 2.2606], [-2.2513, -3.6932, 0.7553], [-3.2674, -2.3760, 1.3443], [3.7437, -2.7456, 0.9166], [3.6293, -4.3153, 0.1021], [2.8529, -4.0791, 1.6756], [2.8532, -2.3657, -2.1283], [1.2651, -1.6228, -2.1747], [1.4471, -3.3389, -2.6001], [-0.0485, -4.8157, 0.7440], [0.8421, -5.3370, -0.6863], [-0.5361, -4.2586, -0.8549], [2.8644, -2.1371, 3.8719], [1.4754, -1.6556, 4.8594], [3.0117, -0.8042, 5.0224], [4.0963, 0.1616, 1.9277], [3.8070, 1.3818, 3.1912], [3.0645, 1.5708, 1.5941], [-0.2653, 0.8266, 4.0368], [0.4850, 2.0046, 2.9366], [1.1519, 1.7485, 4.5543], [4.3718, 3.1034, -3.1341], [3.6534, 1.9128, -2.7141], [4.2381, 1.0856, -1.6811], [3.0226, 0.3848, -1.1106], [3.0770, -0.5353, -0.3184], [1.8949, 0.9705, -1.6277], [2.3134, 1.9058, -2.5074], [1.4631, 2.3921, -3.4401], [4.7637, 3.6312, -2.2628], [3.7100, 3.7908, -3.6539], [5.1880, 2.8316, -3.8029], [4.6844, 1.6890, -0.8827], [4.9808, 0.3886, -2.0679], [0.6034, 2.7208, -2.9869], [1.8635, 3.1213, -4.0125]],
  "mulliken_spin": [2.52, 0.00, 0.03, 0.00, 0.02, 0.00, 0.01, 0.12, 0.01, -0.01, 0.00, 0.00, 0.00, 0.00, -0.03, 0.08, -0.01, 0.02, 0.00, 0.00, 0.01, 0.00, 0.00, 0.00, 0.00, 0.00, 0.00, 0.00, 0.00, 0.00, 0.01, 0.00, 0.00, 0.00, 0.00, 0.00, -0.01, 0.00, 0.12, 0.00, 0.00, 0.01, 0.00, 0.02, 0.00, 0.00, 0.00, 0.00, 0.00, 0.00, 0.00, 0.00, 0.00, 0.00, 0.00, 0.00, 0.00, 0.00, 0.00, 0.00, 0.01, 0.00, 0.00, 0.00, 0.00, 0.00, 0.00, 0.00, 0.00, 0.00, 0.00, 0.00, 0.01, 0.00, 0.00, 0.00, 0.00, 0.04, -0.01, -0.01, 0.01, 0.01, 0.00, 0.00, 0.00, 0.00, 0.00, 0.01, 0.00],
  "total_charge": 0,
  "spin_multiplicity": 4,
  "total_energy_ev": -124649.0651,
  "s_squared": 3.7622,
  "homo_lumo_gap_ev": [7.99, 8.62],
  "fmax_ev_per_a": 1.898,
  "relative_energy_ev": 0.000
}